ORCA calculation (wB97M-V/def2-TZVPD) on a cluster of 16 separate species, C66H175N11O22 in total at a distorted geometry.

Properties
relative energy (zero: lowest compared OMol25 entry of this formula, charge and spin) = 4.651 eV
gap between HOMO and LUMO = 8.6 eV
E_LUMO = 0.120 eV
highest occupied orbital energy = -8.49 eV
electronic energy = -4876.49771 Ha
charge = 0

Last column: Mulliken charge in e.
Positions of all 274 atoms, in Å:
1 H 7.2534 -7.4331 -2.1277  0.32
2 H 5.3518 4.3240 -9.7361  0.34
3 H -9.9338 -3.1478 -6.1628  0.26
4 C 0.9959 11.2838 12.8059  -0.77
5 H -8.4627 -1.2386 0.6153  0.31
6 H 11.4845 -6.7401 -3.1717  0.32
7 C -0.6857 3.4080 -5.8224  0.44
8 C 7.9263 -0.7785 6.6501  -0.15
9 C -10.4361 0.3476 0.1638  -0.68
10 H 6.5314 2.9578 -3.3230  0.30
11 H 0.5274 2.2475 8.9947  0.38
12 O 0.5309 10.2319 12.0206  -0.32
13 H -0.9592 0.6887 2.7760  0.18
14 H 1.7314 -7.5834 5.2911  0.38
15 H 0.1677 -0.1510 10.1154  0.34
16 C 10.0462 -1.1129 -0.6805  -0.16
17 H -0.1488 7.9518 -0.1369  0.27
18 H -6.9610 6.7412 -2.4596  0.31
19 C -6.9294 -2.0774 -3.8571  -0.81
20 C 7.1390 5.5772 -9.7048  -0.63
21 H 7.6151 -6.0480 -1.0933  0.20
22 H 1.3836 -9.3476 3.1571  0.26
23 H 2.0614 -6.1645 -11.3328  0.32
24 H 12.0680 -6.0290 -5.9783  0.39
25 H 10.1217 -8.5214 -2.3833  0.40
26 C -1.2548 8.4574 -1.8660  -0.85
27 C 0.2986 -7.5962 3.6410  0.49
28 H -1.8135 7.3866 4.6962  0.25
29 H 0.6109 12.2283 12.4215  0.31
30 C 2.2412 1.7680 11.0797  -0.66
31 H 3.3982 8.9272 9.1077  0.28
32 H -11.5604 2.3812 -1.1492  0.27
33 H -7.6855 4.3829 -0.1869  0.26
34 O -3.3658 6.7149 6.9356  -0.52
35 H -3.5256 5.8828 7.3868  0.31
36 N 0.2839 4.2147 -5.1862  -0.66
37 H -15.1798 -2.8336 -4.2521  0.30
38 O -0.7502 6.1254 -1.1273  -0.47
39 H 9.6628 -0.1240 1.0892  0.32
40 H -12.2051 -5.5404 -4.5930  0.31
41 H -4.6665 6.6543 5.5014  0.22
42 H -0.3113 3.0559 -6.7836  0.32
43 H 8.1256 -0.5522 0.2153  0.25
44 H -7.7248 -2.2297 8.3606  0.23
45 H 11.3153 -7.9160 -4.4358  0.37
46 N 10.3039 -6.0511 -4.7509  -0.31
47 H 0.8988 7.9974 10.6796  0.30
48 C 9.1302 -0.8678 0.4966  -1.10
49 H -14.0124 -1.5011 -4.3593  0.32
50 H 5.1961 1.8305 -3.5524  0.31
51 N 0.4768 -9.0375 3.4758  -0.73
52 C 8.0070 -6.9901 -1.4765  -0.76
53 H -0.5930 5.7610 -2.0014  0.24
54 H -7.2493 -3.6006 -5.8987  0.47
55 H 6.2154 1.8616 -8.1578  0.48
56 C 3.0880 -6.0298 -11.6737  -0.59
57 H 8.9750 -0.7597 6.3532  0.19
58 H 5.9355 4.6792 -7.3754  0.22
59 C -7.1351 0.3895 5.4479  -0.73
60 C 5.9281 2.6913 -7.5120  -0.70
61 C 0.7972 8.8898 10.0620  -0.58
62 H -13.2203 0.7755 -0.5454  0.36
63 N -11.2269 2.6195 -0.2261  -0.65
64 C -2.6479 3.0146 -8.1349  -0.69
65 H -6.9802 -1.2541 -3.1446  0.25
66 H 1.1702 3.7351 -5.1190  0.20
67 H 2.7324 1.3569 8.3685  0.41
68 H -2.1821 -6.2886 0.5423  0.24
69 H 11.7209 -3.4806 -6.3753  0.38
70 H 3.0500 2.4026 10.7173  0.28
71 C 3.9633 -5.1298 -10.7581  -0.63
72 H -2.8717 -0.8756 3.1637  0.34
73 H 8.8892 -8.1928 -3.5385  0.39
74 H 3.9509 -6.4454 -9.2930  0.26
75 H 5.5922 -4.9170 -6.5367  0.39
76 H -0.5728 -7.3890 4.2622  0.26
77 O -8.1851 -2.5620 -4.2933  -0.24
78 H 3.6488 8.3742 6.8396  0.36
79 H 7.9531 7.9895 -9.1055  0.29
80 C 1.9536 0.7544 8.8360  -0.54
81 H 6.3320 8.7759 -9.1757  0.23
82 H 1.2545 2.2312 11.0783  0.31
83 N -1.9749 0.7221 1.0724  -0.72
84 O -7.0069 -0.6970 6.3662  -0.22
85 O 9.0698 -6.6110 -2.2263  -0.23
86 C 6.3609 4.2712 -9.3274  -0.70
87 H 3.6352 -8.0514 -13.5251  0.29
88 H 7.1036 8.1681 -10.6507  0.28
89 N -0.3718 0.2799 9.3783  -0.39
90 O 9.4360 -2.2471 -1.2676  -0.47
91 H -6.3108 -2.8606 -3.4189  0.32
92 O -6.7682 4.5633 0.0312  -0.49
93 C -7.1064 6.4120 -1.4308  -1.00
94 H -1.4786 8.1570 -2.8896  0.28
95 C 10.7646 -7.1625 -3.8728  -0.66
96 O -2.9881 3.3318 -6.7482  -0.34
97 C -11.7816 -4.8504 -5.3228  -0.87
98 H 3.0438 -4.9309 -4.7174  0.30
99 H 2.0066 5.5612 5.3207  0.25
100 H 12.1175 -4.9975 -4.5729  0.41
101 H -3.5062 2.4622 -8.5175  0.24
102 C -0.2898 7.5353 -1.1343  -0.31
103 H 4.9939 -5.2541 -11.0906  0.32
104 H 4.1762 6.8564 7.6682  0.39
105 H 9.1044 -1.7905 1.0763  0.39
106 N -9.5475 -3.0806 7.7748  -0.72
107 O -13.0767 -3.2477 -3.9828  -0.29
108 C 6.1463 2.3980 -6.0274  -0.62
109 H -0.4665 -6.2453 0.0441  0.36
110 H 4.3551 -6.1318 -6.8913  0.31
111 N 6.4899 4.0111 -7.8914  -0.33
112 C -2.0694 -1.2302 2.5167  -1.29
113 H 0.4994 4.9703 -5.8209  0.24
114 O 6.3012 6.7202 -9.4509  -0.32
115 H 3.7514 -4.0858 -10.9887  0.42
116 H -0.0385 -9.2640 2.6372  0.29
117 H -12.2004 -2.8305 -5.8921  0.30
118 H 0.3434 1.1934 7.5518  0.32
119 H 1.2811 11.1038 10.3617  0.33
120 H -2.6609 3.9595 -8.6780  0.30
121 H -3.1472 8.5525 4.8456  0.32
122 O 2.3631 6.7705 6.8149  -0.24
123 C -8.2479 -1.3360 6.5396  -0.68
124 H 10.3262 -3.5721 -5.4061  0.33
125 H 11.0747 -1.3535 -0.4115  0.24
126 C 4.9331 -4.8756 -8.5578  -0.82
127 H -5.2501 5.6539 -0.8301  0.19
128 H -9.9309 -3.3593 6.8830  0.28
129 H -10.3812 -4.1245 -3.9413  0.27
130 H 0.9324 8.0491 8.1068  0.29
131 H -7.7479 -4.5208 -4.5664  0.36
132 H -1.4194 -7.6392 -0.3380  0.27
133 H -2.6501 -1.5185 9.4061  0.42
134 C -0.7735 -0.8029 8.4591  -0.41
135 O 10.0981 -4.4023 -7.3124  -0.26
136 N 1.4117 8.6915 8.7214  -0.40
137 H -3.2933 5.4999 5.3277  0.26
138 H 0.1044 -1.2723 8.0150  0.28
139 H -0.8515 9.4529 -2.0517  0.33
140 H -1.6766 -4.3080 10.1617  0.31
141 H 5.9601 1.3457 -5.8126  0.41
142 H 0.0408 1.8977 -4.4278  0.42
143 H -11.8336 -5.2987 -6.3150  0.43
144 O -1.0382 -7.5484 1.6467  -0.37
145 H 3.0597 -5.6964 -12.7111  0.42
146 C -1.6069 -1.7785 9.2264  -0.72
147 C -12.7204 -3.6199 -5.3494  -0.42
148 H -2.7624 -3.1841 11.0554  0.30
149 C 6.9731 7.9939 -9.5826  -0.69
150 H -7.5831 0.1051 4.4958  0.25
151 C 3.3442 7.5273 7.4544  -0.63
152 C 0.1452 -0.4659 1.3106  -0.67
153 H -11.8923 3.2794 0.1506  0.27
154 H 10.0980 -0.2333 -1.3222  0.28
155 H 8.0136 5.6642 -9.0602  0.34
156 C -9.4686 -4.0622 -5.7946  -0.46
157 H -6.1497 0.8062 5.2397  0.25
158 C 10.7838 -4.9567 -8.4491  -0.72
159 C -3.5885 6.5169 5.5860  -0.11
160 C 7.9431 -0.7773 8.2129  -1.05
161 H 1.3017 -5.9574 4.6426  0.37
162 H -1.8455 5.0518 -6.6668  0.37
163 C 4.6371 -5.0885 -7.0332  -0.47
164 H -9.6003 -2.2624 -0.1383  0.26
165 H 4.8676 2.8080 -7.7352  0.38
166 H 8.8662 -1.2207 8.5861  0.34
167 H 4.9408 3.5193 -3.0303  0.26
168 H 0.7388 7.5241 -1.4949  0.29
169 H -1.1920 1.3104 -5.4783  0.28
170 C 1.3010 10.1264 10.8438  -0.37
171 C -12.8051 1.0214 0.4320  -1.34
172 H -1.2686 -3.8805 11.7389  0.25
173 H -6.3410 -1.6939 -4.6906  0.32
174 H 7.4319 0.0978 6.2307  0.31
175 H 7.6045 5.6054 -10.6900  0.44
176 C 1.5221 -6.9962 4.3970  -1.43
177 C -1.2707 -6.8749 0.4248  -0.75
178 O 0.7848 -1.2305 2.3905  -0.23
179 H -2.1619 8.5535 -1.2694  0.22
180 H -1.7315 -2.5504 8.4669  0.39
181 C 5.5096 2.8652 -3.6911  -0.74
182 H 11.4600 -4.1937 -8.8349  0.30
183 C 10.8832 -4.1408 -6.1508  -0.63
184 H -8.6714 -1.6533 5.5868  0.25
185 H -10.9919 1.7213 1.5842  0.30
186 H 0.6508 0.4756 1.0956  0.32
187 H -2.5088 -1.8418 1.7288  0.32
188 C 9.6962 -7.7161 -2.9821  -0.66
189 C -8.2117 -2.5845 7.4522  0.44
190 H 2.3242 9.8793 11.1265  0.27
191 H -9.3532 -2.4033 1.5975  0.28
192 H -2.8639 1.0797 1.3918  0.24
193 N -10.3892 -4.6495 -4.8041  -0.37
194 H -13.5816 -3.7897 -5.9956  0.45
195 H 6.7920 3.4122 -9.8415  0.46
196 H -7.7698 -4.1689 5.9730  0.32
197 H -1.6083 2.5633 -4.1870  0.29
198 H 0.5411 11.2515 13.7960  0.27
199 H 0.0812 -1.0174 0.3726  0.36
200 O 7.3256 -2.0075 6.2796  -0.54
201 C 0.0960 -6.9707 2.2857  -0.64
202 H 2.1802 -8.4663 -12.5151  0.30
203 H 3.2528 6.7398 4.8254  0.31
204 H -1.4106 -0.3713 7.6871  0.33
205 H -7.1829 -4.4968 7.6226  0.36
206 C 11.4714 -5.3391 -5.3815  -0.64
207 C -7.3673 -3.7197 6.8809  -1.38
208 C -0.8877 2.1933 -4.9163  -1.33
209 C 3.2553 -8.2876 -12.5312  -0.77
210 H -1.4560 1.5742 0.9150  0.24
211 H -6.9709 7.1246 -0.6172  0.28
212 C 0.5187 1.2213 8.6272  -0.68
213 C 2.2262 -1.4620 2.2059  -0.84
214 H 4.2984 -3.7447 -4.7157  0.30
215 H -6.1209 4.4633 -1.8691  0.26
216 H 7.8288 0.2400 8.5872  0.31
217 H 2.1220 -0.2203 8.3781  0.29
218 O 5.3808 3.1721 -5.1075  -0.28
219 H 2.7073 -0.5404 2.5334  0.31
220 H -9.3341 -4.6663 -6.6919  0.38
221 H 10.1111 -5.3300 -9.2212  0.24
222 H -1.7020 2.4753 -8.1851  0.30
223 H -9.5654 -3.9830 8.2280  0.28
224 H -7.6604 1.2324 5.8969  0.33
225 C 3.3761 -4.0250 -5.2244  -0.76
226 H -9.4095 0.7046 0.0813  0.43
227 H 7.1890 2.7019 -5.9344  0.28
228 C -8.0472 -3.6558 -5.1582  -0.75
229 C -6.2152 5.2181 -1.0884  -0.12
230 H 2.6279 -2.2678 2.8204  0.24
231 H 2.4736 1.4382 12.0923  0.22
232 O 3.6494 -4.1323 -6.6514  -0.30
233 H -8.9044 -0.5703 6.9530  0.39
234 C -11.3508 1.4857 0.5823  0.25
235 H 7.1560 -1.4447 8.5639  0.29
236 C -1.7292 -3.4603 10.8449  -0.76
237 H 8.2741 -7.6446 -0.6468  0.30
238 H 2.5815 -1.6713 1.1969  0.30
239 H 2.6738 -3.2149 -5.0277  0.26
240 H 3.6420 5.4753 5.9383  0.32
241 H 5.9257 -5.2897 -8.7351  0.46
242 C -1.1741 -0.0443 1.9984  0.58
243 O 3.6111 -7.3621 -11.5222  -0.30
244 H -6.3641 -3.4293 6.5690  0.35
245 C -14.2516 -2.4322 -3.8455  -0.78
246 H -2.3137 4.5421 -5.0853  0.34
247 H 7.8108 -2.6618 6.7876  0.30
248 H 2.0783 11.3157 12.9303  0.31
249 H -1.4427 -1.8419 3.1657  0.32
250 H -0.0182 -5.9079 2.4990  0.36
251 H 9.2341 -2.8856 -0.5798  0.26
252 H -3.2243 7.3701 3.7031  0.33
253 H -13.4115 1.8424 0.8145  0.41
254 H 11.4037 -5.8212 -8.2117  0.26
255 C -2.0219 4.1610 -6.0639  -0.70
256 H -10.8212 0.0810 -0.8204  0.24
257 N 3.8325 -5.4434 -9.3392  -0.30
258 H 3.7266 -9.2257 -12.2382  0.24
259 C 2.7321 8.1084 8.8355  -0.62
260 H -12.9542 0.1332 1.0461  0.34
261 C 2.8471 6.1670 5.6593  -0.82
262 C -9.4409 -1.6916 0.7766  -0.72
263 H 5.0138 -3.7915 -8.6380  0.36
264 O 2.2551 0.6164 10.2006  -0.37
265 H 0.9530 -7.1467 1.6357  0.31
266 H 9.8406 -5.3952 -4.1383  0.25
267 O -10.4954 -0.7979 1.1015  -0.33
268 H -14.4807 -2.1475 -2.8186  0.25
269 H -0.2734 9.0367 9.9197  0.39
270 H 2.6734 7.3039 9.5685  0.36
271 H 2.3746 -7.0496 3.7200  0.34
272 O -0.9808 -2.3747 10.3253  -0.30
273 H -8.1465 6.1058 -1.3188  0.31
274 C -2.8972 7.4973 4.7351  -1.05

Forces on the atoms, in the same order (eV/Å):
-0.4 -0.4 0.2
-0.4 0.3 0.3
0.2 0.5 -0.3
-0.8 0.7 0.7
0.0 0.6 0.3
0.6 0.0 0.2
-0.7 -1.7 -0.7
0.6 -0.5 1.9
-0.3 -0.5 0.3
0.4 -0.1 -0.3
-0.8 0.1 0.0
0.0 -0.6 0.1
0.7 -0.8 0.8
-0.1 0.1 0.0
0.2 0.1 0.2
-1.2 -0.8 0.7
-0.5 -0.8 0.4
0.1 0.5 0.3
0.6 0.0 -0.3
-0.2 0.2 0.9
-0.3 -0.2 0.3
0.8 0.6 0.5
-0.3 0.9 0.2
-0.2 -0.1 -0.2
0.1 0.3 0.7
0.2 0.1 -0.4
1.5 -0.4 0.4
0.0 0.0 0.3
0.4 0.4 -0.4
0.2 -0.9 -1.4
0.4 -0.4 0.5
0.0 0.2 -0.3
-0.1 -0.1 0.1
1.1 0.3 1.9
0.0 0.1 0.2
0.9 1.9 0.3
0.2 -0.5 -0.3
0.2 1.7 0.8
-0.6 0.3 0.6
-0.3 -0.2 -0.3
-0.3 -0.4 -0.9
0.0 -0.1 -0.4
0.2 0.0 0.0
0.0 -0.1 0.3
-0.4 -0.2 -0.1
1.1 -1.2 -0.3
0.2 -0.1 0.3
1.5 1.0 0.7
-0.4 0.3 -0.2
-0.1 -0.1 0.2
-0.7 -0.7 -0.2
-1.2 0.3 0.5
0.1 0.1 -0.2
-0.2 0.8 -0.4
0.8 0.1 0.2
0.3 -0.9 1.3
0.1 0.2 -0.5
0.1 0.3 0.1
0.7 0.2 0.5
-1.8 1.4 0.2
-0.8 0.6 -1.3
0.8 0.2 -0.4
1.3 1.9 -1.1
-0.8 1.0 1.6
-0.7 -0.2 0.0
0.0 -0.4 0.2
-0.1 0.7 -0.2
0.0 0.2 -0.3
0.3 0.2 -0.5
-0.2 0.6 0.2
-0.5 -0.2 -1.0
-0.1 0.3 -0.2
-0.2 0.0 -0.3
-0.2 -0.3 0.2
0.0 0.1 0.5
-0.3 -0.3 -0.1
0.1 0.8 0.0
0.2 0.0 -0.2
0.0 0.0 0.2
0.5 0.2 -0.1
0.0 -0.2 0.1
0.1 0.3 0.0
0.2 0.8 -1.7
0.4 -0.2 -0.6
3.3 -0.8 -1.8
1.1 0.8 -0.3
-0.2 0.4 -0.1
0.2 0.3 -0.1
0.0 1.0 -1.7
0.4 -0.3 -2.1
-0.1 -0.3 0.2
0.3 -0.2 0.8
-0.2 -0.9 0.2
-0.2 -0.6 0.1
0.2 1.7 0.0
0.5 0.1 0.4
0.0 0.6 1.6
-0.3 -0.3 -0.5
0.1 0.0 -0.4
0.4 0.5 0.0
0.3 -0.3 0.1
0.1 -0.9 -0.5
0.3 -0.3 -0.2
0.4 0.3 0.2
-0.2 0.1 0.2
-0.6 0.6 -0.8
-0.5 -0.6 -0.6
0.6 0.1 0.2
0.2 0.1 0.5
-0.4 -0.1 0.3
0.2 -0.8 -0.2
1.3 0.6 0.5
0.1 0.6 0.1
0.3 0.1 0.1
-0.4 0.2 0.4
-0.8 -0.4 0.1
0.2 0.6 0.4
-0.5 0.2 0.1
0.0 -0.2 -0.8
0.6 0.0 -0.3
0.0 0.0 0.9
-0.4 0.8 -0.2
-0.9 -0.2 0.3
-0.7 -0.1 -0.4
0.1 0.1 0.4
-1.0 0.0 2.0
0.2 -0.6 0.1
-0.5 0.3 -0.4
-0.2 0.2 -0.1
-0.9 0.1 0.3
0.0 -0.3 0.3
-0.3 0.0 -0.1
0.1 0.9 0.5
-0.1 1.4 1.8
-0.1 -0.6 0.1
0.3 0.3 0.1
-0.1 -0.1 -0.4
0.0 -0.3 -0.2
0.3 0.2 0.6
-0.4 0.0 -0.5
0.3 -0.2 -0.1
0.1 0.3 0.1
0.6 -0.1 0.0
0.9 0.8 0.2
0.4 0.0 -0.1
-0.5 -2.0 -1.7
0.5 0.1 0.6
-0.1 0.0 0.0
-0.5 -1.3 -0.6
-0.2 -0.2 0.0
-1.3 1.0 2.1
-0.2 -0.2 2.3
0.1 0.5 -0.2
-0.4 -0.4 -0.5
0.1 -0.2 0.5
0.8 1.6 1.1
0.2 -0.4 0.0
0.6 0.3 1.0
-1.3 -0.4 -0.1
0.0 0.4 -0.8
0.2 0.0 0.1
0.2 0.2 -0.3
0.3 0.7 -1.3
-0.5 0.0 -0.2
-0.6 -0.6 0.3
0.2 0.2 0.0
-0.5 0.2 -0.8
-0.1 0.2 -0.6
-0.6 0.1 0.2
0.3 -1.2 0.0
-0.3 -0.4 2.2
0.2 0.7 0.2
0.0 0.1 -0.4
-0.4 -0.4 -0.1
-0.7 -0.2 -0.6
-0.9 -0.3 -1.0
-0.9 -0.6 -0.4
1.5 -0.4 -1.7
-0.1 0.0 -0.3
-0.2 -0.7 -0.3
0.6 -0.6 -1.2
0.0 0.1 -0.4
1.2 -0.3 -0.1
0.0 0.0 -0.5
-0.8 0.2 0.4
0.6 0.0 0.0
0.2 0.2 -0.2
-1.5 0.5 -0.1
1.3 -0.1 0.2
0.5 0.4 0.1
0.0 0.0 0.0
-0.2 -0.6 0.6
-0.1 -0.6 -1.6
-0.5 -0.4 0.4
0.4 0.1 -0.1
-0.5 0.0 0.1
-0.1 -0.8 0.3
0.0 -0.5 0.1
-0.4 -0.3 0.2
-0.1 0.2 -0.9
-0.2 0.2 0.7
-0.2 0.1 -0.4
-0.3 0.9 0.2
0.1 -0.1 -0.2
-0.4 -0.1 0.1
-2.1 -0.5 0.5
1.0 0.1 -0.3
-0.2 0.2 -0.4
0.1 -0.3 0.9
0.1 0.3 -0.5
0.2 0.5 -0.5
1.1 -0.8 0.9
-0.8 1.1 0.3
0.3 0.1 0.1
0.2 0.3 -0.5
0.0 -0.2 0.3
-0.2 -0.3 0.3
-0.7 0.9 0.5
0.3 0.1 0.0
0.1 -0.5 0.4
-0.4 0.6 0.3
-0.2 0.0 -0.3
0.7 0.0 0.6
-0.6 -0.1 0.1
1.1 0.1 -0.7
0.1 -0.1 0.0
0.4 -0.6 0.6
-1.8 -2.0 -0.2
-0.6 0.5 -0.1
-0.7 -0.1 0.3
0.0 -0.2 -0.2
-0.5 -0.4 1.2
-0.6 -0.2 0.2
-0.5 -2.5 0.3
-0.3 0.4 0.1
0.5 -0.3 -0.2
-0.1 -0.2 0.1
-0.6 0.0 -0.4
-0.1 -0.2 -0.5
0.3 -0.3 0.0
0.1 -0.3 -0.4
-1.9 -0.8 -0.2
0.7 0.3 -0.7
0.1 0.5 0.1
0.9 0.6 -0.7
-0.9 -0.5 0.0
-0.1 -0.3 -0.1
0.1 -0.1 -0.2
-0.1 -0.3 -0.1
-0.3 0.4 -0.6
0.1 0.1 0.0
0.0 -0.5 -0.2
-0.4 -0.2 0.2
0.1 -0.1 0.4
1.0 -0.7 -0.9
0.4 -0.7 -0.3
0.5 0.4 -0.6
0.0 0.0 0.0
1.0 -0.2 -1.5
-0.4 0.0 0.2
-0.4 -1.8 -0.1
-0.1 -0.6 0.2
-0.2 0.0 -0.5
0.1 -0.6 1.6
0.4 0.2 0.1
-0.2 0.2 0.0
0.7 1.6 -1.6
0.6 -0.5 0.2
-0.1 -0.1 -0.1
0.6 -0.2 0.3
0.2 0.1 0.1
0.3 0.3 0.9
-0.2 -0.1 -0.3
0.7 1.0 -1.7